Computed, not measured: a molecular structure, C42H40GeMgN4O5S2, with ωB97M-V with the def2-TZVPD basis set.

Each line ends with the Mulliken charge.
Element x y z (Å)
Mg 0.0158 -0.5916 0.4755  1.254
Ge -2.1253 1.0442 -3.3268  0.300
C -2.6333 2.7642 -2.8401  0.696
C -3.9162 2.8664 -2.2897  -0.412
C -4.4309 4.1228 -2.0106  -0.720
C -3.6598 5.2550 -2.2490  -0.502
C -2.3744 5.1508 -2.7774  -0.825
C -1.8551 3.9061 -3.0813  -0.197
C -1.1361 0.3014 -4.6895  0.998
C -1.5839 -0.9756 -5.0806  -0.340
C -0.9959 -1.5778 -6.1786  -0.790
C 0.0397 -0.9320 -6.8485  -0.487
C 0.4995 0.3188 -6.4427  -0.574
C -0.0817 0.9440 -5.3599  -0.107
H -3.1133 0.0325 -2.7485  -0.058
H -4.5136 1.9825 -2.1012  0.370
H -5.4332 4.2211 -1.6141  0.499
H -4.0684 6.2342 -2.0320  0.454
H -1.7912 6.0418 -2.9683  0.463
H -0.8645 3.8280 -3.5110  0.408
H -2.3866 -1.4761 -4.5534  0.367
H -1.3352 -2.5504 -6.5082  0.429
H 0.5084 -1.4161 -7.6961  0.428
H 1.3275 0.7882 -6.9522  0.319
H 0.2947 1.9060 -5.0363  0.221
N -0.8443 -1.9279 -0.9579  -0.555
C 0.3087 -1.5977 -1.8102  1.604
C 1.0336 -2.5771 -2.4527  -1.131
C 2.1971 -2.2256 -3.1293  -0.912
C 2.6404 -0.9052 -3.1553  -0.039
C 1.8990 0.0824 -2.5221  -1.645
C 0.7369 -0.2636 -1.8508  0.713
S 4.0379 -0.3965 -4.1614  1.231
O 3.3661 -0.0134 -5.3940  -0.575
O 4.8479 -1.5870 -4.2370  -0.699
O 4.5778 0.7116 -3.4036  -0.704
H -1.7071 -1.6143 -1.3936  0.219
H -0.9208 -2.9352 -0.8669  0.333
H 0.7096 -3.6122 -2.4093  0.516
H 2.7920 -2.9780 -3.6363  0.667
H 2.2578 1.1056 -2.5704  0.594
H 0.1311 0.5303 -1.3994  -0.630
C -4.5068 3.7029 1.8147  -1.664
C -3.5634 2.6803 1.2534  0.895
C -3.8947 1.3294 1.2090  -1.494
C -2.9871 0.4152 0.7135  -0.574
N -1.7781 0.7581 0.2418  1.372
C -1.4641 2.0707 0.2788  -0.093
C -2.3065 3.0414 0.7692  -1.119
H -5.5386 3.3568 1.7900  0.439
H -4.4319 4.6446 1.2719  0.386
H -4.2504 3.9088 2.8569  0.334
H -4.8609 0.9854 1.5588  0.534
H -3.2349 -0.6414 0.6856  0.456
H -0.4842 2.3516 -0.0970  0.293
H -1.9887 4.0776 0.7683  0.588
N 6.1721 -4.1419 0.1993  -0.324
C 5.2164 -4.2300 1.1474  -0.139
O 5.2731 -4.9144 2.1456  -0.574
C 3.9814 -3.3862 0.9362  0.456
C 2.7358 -3.9821 1.1002  -0.861
C 1.6099 -3.1985 1.0059  -0.473
N 1.6560 -1.8705 0.7871  1.052
C 2.8673 -1.3055 0.6496  -0.507
C 4.0459 -2.0236 0.7046  -0.652
H 7.0140 -4.6835 0.3142  0.241
H 6.0640 -3.5877 -0.6329  0.200
H 2.6604 -5.0422 1.3044  0.557
H 0.6252 -3.6372 1.1257  0.513
H 2.8951 -0.2366 0.4658  0.453
H 4.9924 -1.5148 0.5685  0.586
O 0.3176 0.3687 2.0889  -0.510
S -0.4334 0.6905 3.3903  0.142
C 0.8372 1.1431 4.5306  0.483
C 2.1696 0.8805 4.2474  -0.136
C 3.1242 1.2502 5.1843  -0.781
C 2.7398 1.8672 6.3673  -0.496
C 1.3997 2.1264 6.6276  -0.706
C 0.4320 1.7712 5.7012  -0.467
C -0.9564 -0.8834 4.0038  0.664
C -2.2980 -1.0334 4.3203  -0.466
C -2.7431 -2.2686 4.7778  -0.746
C -1.8498 -3.3225 4.8993  -0.566
C -0.5029 -3.1551 4.5799  -0.753
C -0.0442 -1.9291 4.1336  -0.096
H 2.4508 0.4122 3.3140  0.334
H 4.1704 1.0570 4.9888  0.446
H 3.4914 2.1589 7.0894  0.417
H 1.1088 2.6124 7.5496  0.415
H -0.6165 1.9773 5.8922  0.445
H -2.9829 -0.1970 4.2277  0.439
H -3.7832 -2.4017 5.0453  0.439
H -2.2002 -4.2823 5.2556  0.441
H 0.1931 -3.9744 4.7065  0.490
H 1.0064 -1.7796 3.9128  0.504

Computed properties:
Electronic energy (Ha): -5292.6346
LUMO energy (eV): -7.08
Charge: +2
HOMO (eV): -12.22